{
  "formula": "C21H45N9O8PS2Ta",
  "method": "ωB97M-V with the def2-TZVPD basis set",
  "charge": 2,
  "homo_ev": -13.819,
  "fmax_ev_per_a": 5.20,
  "lumo_ev": -5.5,
  "molar_mass_g_mol": 827.7,
  "orbital_gap_ev": 8.319,
  "elements": ["Ta", "N", "C", "O", "C", "C", "H", "H", "H", "H", "H", "H", "N", "C", "C", "C", "C", "N", "C", "N", "N", "C", "O", "O", "H", "H", "H", "H", "H", "H", "H", "H", "H", "H", "H", "H", "H", "H", "C", "C", "C", "N", "N", "C", "N", "S", "H", "H", "H", "H", "H", "H", "H", "C", "C", "C", "C", "O", "P", "O", "O", "O", "C", "C", "C", "C", "H", "H", "H", "H", "H", "H", "H", "H", "H", "H", "H", "H", "H", "H", "H", "H", "H", "H", "O", "S", "N"],
  "coordinates": [[0.2394, 1.3635, 0.7844], [-0.1563, 5.3752, 2.5404], [0.1510, 4.3956, 1.6964], [-0.7001, 3.5702, 1.3285], [1.5508, 4.3532, 1.1426], [1.9783, 2.9045, 0.8666], [-1.0915, 5.4314, 2.9157], [0.5342, 6.0268, 2.8754], [2.2373, 4.8443, 1.8338], [1.5226, 4.9345, 0.2143], [2.6075, 2.5840, 1.7007], [2.6099, 2.8770, -0.0217], [1.6622, -1.6282, -0.4094], [1.8038, -1.1256, -1.7547], [1.9759, -2.1806, -2.8720], [0.9269, -3.2944, -2.9421], [-0.4757, -2.8075, -3.3207], [-0.4501, -1.9913, -4.5187], [-0.4535, -2.4189, -5.7684], [-0.6214, -3.7033, -6.0864], [-0.2897, -1.5325, -6.7561], [0.6706, -0.1023, -1.9692], [0.2349, 0.1843, -3.0759], [0.2566, 0.4404, -0.8766], [2.5106, -2.0225, -0.0236], [0.9327, -2.3216, -0.3341], [2.7152, -0.5120, -1.7755], [2.9429, -2.6628, -2.7147], [2.0260, -1.6594, -3.8286], [0.8662, -3.8228, -1.9901], [1.2719, -4.0124, -3.6892], [-0.8833, -2.1787, -2.5267], [-1.1510, -3.6554, -3.4564], [-0.2266, -1.0116, -4.3102], [-0.7942, -4.4019, -5.3843], [-0.7105, -3.9830, -7.0497], [-0.1545, -0.5571, -6.5498], [-0.3338, -1.8076, -7.7221], [-3.8520, 2.3479, -3.5909], [-3.6462, 2.9971, -2.2180], [-2.2034, 3.2614, -2.0167], [-1.4078, 2.6176, -1.2425], [-0.1205, 3.0101, -1.3133], [0.0760, 3.9830, -2.1616], [1.2580, 4.5909, -2.3651], [-1.3811, 4.4946, -2.9666], [-4.8953, 2.0828, -3.7364], [-3.2518, 1.4438, -3.6655], [-3.5509, 3.0337, -4.3812], [-3.9966, 2.3406, -1.4220], [-4.2023, 3.9353, -2.1718], [2.0892, 4.1360, -2.0229], [1.3566, 5.2125, -3.1497], [-1.9989, -2.6878, 0.4256], [-1.4636, -2.3154, 1.8100], [-0.8421, -3.5161, 2.5074], [-2.5932, -1.7276, 2.6564], [-0.4795, -1.2665, 1.5425], [0.9449, -1.1210, 2.2603], [1.8319, -2.2778, 2.2454], [1.4380, 0.1912, 1.6084], [0.4712, -0.6464, 3.7402], [1.4602, -0.6324, 4.8284], [0.8873, 0.2727, 5.9179], [2.7876, -0.0801, 4.3245], [1.6463, -2.0606, 5.3259], [-2.8735, -3.3287, 0.5137], [-1.2351, -3.2167, -0.1412], [-2.2725, -1.7707, -0.0953], [-1.5716, -4.3177, 2.5838], [-0.5170, -3.2481, 3.5088], [0.0225, -3.8767, 1.9586], [-3.4029, -2.4504, 2.7354], [-2.9688, -0.8177, 2.1938], [-2.2449, -1.4959, 3.6604], [0.7764, 1.2897, 5.5509], [1.5775, 0.2885, 6.7564], [-0.0723, -0.0954, 6.2711], [2.6244, 0.8708, 3.8185], [3.2435, -0.7869, 3.6345], [3.4626, 0.0720, 5.1639], [0.7116, -2.4576, 5.7126], [2.3891, -2.0742, 6.1176], [1.9963, -2.6884, 4.5103], [0.4469, 2.1015, 3.2387], [-0.8154, 1.3291, 3.3677], [-1.3729, 1.1584, 1.9973]],
  "mulliken_charge": [1.773, -0.394, 0.745, -0.554, -0.659, -1.238, 0.265, 0.215, 0.508, 0.252, 0.471, 0.546, 0.158, -0.163, -1.001, -0.415, -0.987, 0.227, 0.842, -0.352, -0.373, 0.364, -0.969, -0.562, 0.229, -0.158, 0.401, 0.463, 0.407, 0.415, 0.428, 0.031, 0.391, 0.319, 0.179, 0.207, 0.170, 0.192, -1.002, -0.580, 0.246, -0.201, 0.007, 0.150, -0.363, -0.215, 0.375, 0.177, 0.374, 0.241, 0.350, 0.198, 0.238, -1.513, 1.373, -1.587, -1.615, 0.519, 0.522, -0.812, -0.116, 0.016, 1.330, -1.750, -1.388, -1.641, 0.604, 0.219, 0.254, 0.499, 0.272, 0.397, 0.576, 0.296, 0.185, 0.299, 0.510, 0.319, 0.148, 0.366, 0.592, 0.338, 0.530, 0.278, -0.541, 0.352, -0.199]
}